[1]
Density functional theory data (the ωB97M-V functional and the def2-TZVPD basis) for a cluster of 9 separate species, C18H57N5O9 in total.

## Properties
**<S²>**: 0.758
**Multiplicity**: 2
**Gap between HOMO and LUMO (spin up / spin down)**: 8.020 / 1.951 eV
**Total energy**: -1670.38267 a.u.
**Highest occupied orbital energy (spin up / spin down)**: -0.398 / -0.398 Ha
**Total charge**: +1

Last columns: bonded neighbours and bond lengths (Å).
Element x y z (Å)
1 C 1.77 0.58 -1.05  O2 1.459, H3 1.090, H4 1.090, H5 1.090
2 O 1.15 0.05 -2.26  C1 1.459, H6 0.960
3 H 2.74 0.20 -0.74  C1 1.090
4 H 1.95 1.61 -1.36  C1 1.090
5 H 1.06 0.65 -0.22  C1 1.090
6 H 0.43 -0.48 -1.91  O2 0.960
7 C -4.28 0.11 -1.53  O8 1.419, H9 1.090, H10 1.090, H11 1.090
8 O -4.61 1.49 -1.63  C7 1.419, H12 0.960
9 H -5.13 -0.55 -1.70  C7 1.090
10 H -3.32 -0.13 -1.99  C7 1.090
11 H -3.94 -0.18 -0.53  C7 1.090
12 H -3.88 2.04 -1.35  O8 0.960
13 C -0.95 -3.34 3.03  O14 1.412, H15 1.090, H16 1.090, H17 1.090
14 O 0.05 -3.61 3.98  C13 1.412, H18 0.960
15 H -1.91 -3.75 3.32  C13 1.090
16 H -1.21 -2.28 3.07  C13 1.090
17 H -0.68 -3.34 1.97  C13 1.090
18 H 0.43 -2.76 4.20  O14 0.960
19 C -0.89 -1.15 0.12  O20 1.408, H21 1.090, H22 1.090, H23 1.090
20 O -0.70 -1.53 -1.22  C19 1.408, H24 0.960
21 H -1.07 -0.08 0.18  C19 1.090
22 H -1.77 -1.67 0.48  C19 1.090
23 H -0.01 -1.39 0.72  C19 1.090
24 H -1.33 -2.24 -1.36  O20 0.960
25 C -1.13 -4.32 -2.20  O26 1.354, H27 1.090, H28 1.090, H29 1.090
26 O -2.28 -3.62 -2.11  C25 1.354, H30 0.960
27 H -0.53 -4.01 -1.34  C25 1.090
28 H -1.38 -5.37 -2.08  C25 1.090
29 H -0.55 -4.12 -3.11  C25 1.090
30 H -2.93 -3.89 -2.77  O26 0.960
31 C -3.56 0.07 2.68  O32 1.213, N33 1.298, N34 1.332
32 O -2.48 -0.37 3.02  C31 1.213
33 N -3.70 1.22 2.10  C31 1.298, H35 1.010, H36 1.010
34 N -4.66 -0.57 3.07  C31 1.332, H37 1.010, H38 1.010
35 H -4.64 1.45 1.80  N33 1.010
36 H -2.88 1.76 1.87  N33 1.010
37 H -4.62 -1.48 3.49  N34 1.010
38 H -5.52 -0.06 2.91  N34 1.010
39 C 1.20 4.22 4.53  C40 1.617, H45 1.090, H46 1.090, H47 1.090
40 C 2.35 3.15 4.93  C39 1.617, C41 1.521, N44 1.461, H48 1.090
41 C 3.26 2.73 3.79  C40 1.521, O42 1.440, H49 1.090, H50 1.090
42 O 2.45 2.50 2.62  C41 1.440, C43 1.456
43 C 1.75 1.23 2.72  O42 1.456, H51 1.090, H52 1.090, H53 1.090
44 N 3.06 3.79 6.04  C40 1.461, H54 1.010, H55 1.010
45 H 0.81 4.66 5.45  C39 1.090
46 H 0.45 3.72 3.93  C39 1.090
47 H 1.51 5.03 3.87  C39 1.090
48 H 1.78 2.34 5.38  C40 1.090
49 H 3.75 1.77 3.98  C41 1.090
50 H 3.86 3.60 3.52  C41 1.090
51 H 0.76 1.45 3.13  C43 1.090
52 H 2.27 0.47 3.29  C43 1.090
53 H 1.49 0.98 1.69  C43 1.090
54 H 3.74 3.15 6.44  N44 1.010
55 H 3.65 4.54 5.72  N44 1.010
56 C 4.81 -3.48 -0.83  C57 1.504, H62 1.090, H63 1.090, H64 1.090
57 C 3.78 -3.13 -1.88  C56 1.504, C58 1.591, N61 1.448, H65 1.090
58 C 2.24 -3.20 -1.49  C57 1.591, O59 1.462, H66 1.090, H67 1.090
59 O 1.87 -4.57 -1.12  C58 1.462, C60 1.367
60 C 1.63 -4.67 0.22  O59 1.367, H68 1.090, H69 1.090, H70 1.090
61 N 4.20 -1.85 -2.43  C57 1.448, H71 1.010, H72 1.010
62 H 5.05 -4.54 -0.92  C56 1.090
63 H 4.60 -3.23 0.21  C56 1.090
64 H 5.77 -3.09 -1.17  C56 1.090
65 H 3.97 -3.71 -2.78  C57 1.090
66 H 1.58 -2.83 -2.28  C58 1.090
67 H 2.07 -2.52 -0.66  C58 1.090
68 H 2.37 -4.33 0.95  C60 1.090
69 H 1.16 -5.61 0.48  C60 1.090
70 H 0.79 -3.97 0.32  C60 1.090
71 H 4.96 -2.10 -3.05  N61 1.010
72 H 3.51 -1.59 -3.12  N61 1.010
73 C -0.38 4.03 -2.70  C74 1.524, H79 1.090, H80 1.090, H81 1.090
74 C -1.68 3.24 -2.83  C73 1.524, C75 1.580, N78 1.458, H82 1.090
75 C -1.72 2.12 -3.95  C74 1.580, O76 1.399, H83 1.090, H84 1.090
76 O -1.33 2.56 -5.21  C75 1.399, C77 1.430
77 C -2.14 3.54 -5.86  O76 1.430, H85 1.090, H86 1.090, H87 1.090
78 N -1.84 2.63 -1.52  C74 1.458, H88 1.010, H89 1.010
79 H -0.37 4.70 -1.84  C73 1.090
80 H -0.24 4.49 -3.68  C73 1.090
81 H 0.45 3.32 -2.63  C73 1.090
82 H -2.38 4.06 -2.94  C74 1.090
83 H -2.68 1.60 -3.99  C75 1.090
84 H -0.96 1.37 -3.71  C75 1.090
85 H -3.18 3.35 -5.60  C77 1.090
86 H -2.19 3.55 -6.95  C77 1.090
87 H -1.91 4.51 -5.44  C77 1.090
88 H -1.76 3.23 -0.71  N78 1.010
89 H -1.23 1.83 -1.45  N78 1.010

[2]
Density functional theory data (the ωB97M-V functional and the def2-TZVPD basis) for a cluster of 11 separate species, C18H58O11 in total.

## Properties
**ΔE to the lowest compared entry with this formula, charge and spin**: 8.0984 eV
**SMILES string**: CCO.CCO.CCO.CCO.CCO.CCO.CCO.CO.CO.CO.CO
**Gap between HOMO and LUMO**: 9.856 eV
**Total energy**: -1547.93567 a.u.
**Highest occupied orbital energy**: -0.357 Ha

Last columns: bonded neighbours and bond lengths (Å).
Element x y z (Å)
1 C 1.73 0.70 -3.64  C2 1.474, H4 1.129, H5 1.071, H6 1.102
2 C 0.78 1.83 -3.61  C1 1.474, O3 1.351, H7 1.088, H8 1.131
3 O 0.56 2.41 -2.41  C2 1.351, H9 0.986
4 H 1.37 -0.22 -3.09  C1 1.129
5 H 2.69 0.88 -3.22  C1 1.071
6 H 1.95 0.25 -4.62  C1 1.102
7 H -0.21 1.50 -3.93  C2 1.088
8 H 1.30 2.58 -4.28  C2 1.131
9 H 0.25 3.32 -2.60  O3 0.986
10 C 1.15 -2.24 3.18  C11 1.574, H13 1.067, H14 1.068, H15 1.051
11 C 2.71 -2.42 3.31  C10 1.574, O12 1.384, H16 1.132, H17 1.063
12 O 3.08 -3.09 4.46  C11 1.384, H18 0.944
13 H 0.93 -1.78 2.24  C10 1.067
14 H 0.70 -1.63 3.94  C10 1.068
15 H 0.53 -3.09 3.13  C10 1.051
16 H 3.22 -1.42 3.16  C11 1.132
17 H 2.99 -3.06 2.52  C11 1.063
18 H 2.51 -3.83 4.48  O12 0.944
19 C -1.55 -3.55 0.75  C20 1.577, H22 1.151, H23 1.084, H24 1.125
20 C -2.22 -3.33 -0.66  C19 1.577, O21 1.398, H25 1.052, H26 1.035
21 O -1.33 -3.95 -1.55  C20 1.398, H27 0.919
22 H -2.22 -3.10 1.56  C19 1.151
23 H -0.61 -3.01 0.70  C19 1.084
24 H -1.50 -4.65 0.98  C19 1.125
25 H -2.20 -2.29 -0.85  C20 1.052
26 H -3.17 -3.67 -0.89  C20 1.035
27 H -0.60 -3.40 -1.45  O21 0.919
28 C -4.74 1.21 2.96  C29 1.603, H31 1.049, H32 1.069, H33 1.099
29 C -3.70 1.76 1.87  C28 1.603, O30 1.427, H34 1.048, H35 1.026
30 O -4.24 3.00 1.41  C29 1.427, H36 0.941
31 H -5.70 1.15 2.56  C28 1.049
32 H -4.92 1.93 3.73  C28 1.069
33 H -4.53 0.22 3.38  C28 1.099
34 H -3.65 1.00 1.16  C29 1.048
35 H -2.79 2.00 2.29  C29 1.026
36 H -3.69 3.71 1.70  O30 0.941
37 C 2.33 -4.15 -0.32  C38 1.517, H40 1.081, H41 1.076, H42 1.068
38 C 2.02 -2.72 -0.73  C37 1.517, O39 1.407, H43 1.148, H44 1.044
39 O 1.13 -2.81 -1.81  C38 1.407, H45 0.995
40 H 1.39 -4.69 -0.28  C37 1.081
41 H 2.85 -4.34 0.60  C37 1.076
42 H 2.89 -4.63 -1.09  C37 1.068
43 H 2.94 -2.04 -0.84  C38 1.148
44 H 1.44 -2.28 0.02  C38 1.044
45 H 1.75 -3.07 -2.54  O39 0.995
46 C -1.49 -1.06 -3.37  C47 1.537, H49 1.031, H50 1.114, H51 1.103
47 C -0.97 -2.14 -4.33  C46 1.537, O48 1.435, H52 1.064, H53 1.080
48 O -1.77 -2.08 -5.52  C47 1.435, H54 0.941
49 H -0.76 -1.11 -2.65  C46 1.031
50 H -2.54 -1.31 -3.08  C46 1.114
51 H -1.48 -0.02 -3.73  C46 1.103
52 H -0.86 -3.12 -3.93  C47 1.064
53 H 0.02 -1.77 -4.51  C47 1.080
54 H -1.18 -2.30 -6.21  O48 0.941
55 C 1.69 4.60 0.65  C56 1.512, H58 1.095, H59 1.078, H60 1.050
56 C 1.96 3.88 1.96  C55 1.512, O57 1.408, H61 1.113, H62 1.129
57 O 2.79 4.67 2.77  C56 1.408, H63 0.976
58 H 2.46 4.76 -0.11  C55 1.095
59 H 1.20 5.55 0.76  C55 1.078
60 H 1.27 3.77 0.17  C55 1.050
61 H 2.48 2.92 1.76  C56 1.113
62 H 0.94 3.65 2.40  C56 1.129
63 H 3.55 4.94 2.22  O57 0.976
64 C -2.79 3.03 -1.61  O65 1.395, H66 1.030, H67 1.119, H68 1.081
65 O -2.04 1.91 -1.98  C64 1.395, H69 0.938
66 H -2.60 3.49 -0.71  C64 1.030
67 H -3.86 2.75 -1.44  C64 1.119
68 H -2.67 3.69 -2.45  C64 1.081
69 H -1.12 2.12 -1.98  O65 0.938
70 C -0.78 0.09 0.22  O71 1.409, H72 1.098, H73 1.091, H74 1.047
71 O -0.13 1.28 0.59  C70 1.409, H75 0.923
72 H -0.59 -0.81 0.83  C70 1.098
73 H -0.50 -0.26 -0.77  C70 1.091
74 H -1.80 0.23 0.39  C70 1.047
75 H -0.20 1.85 -0.13  O71 0.923
76 C 2.78 0.82 -0.21  O77 1.382, H78 1.142, H79 1.094, H80 1.091
77 O 2.71 0.22 1.03  C76 1.382, H81 0.934
78 H 2.22 0.30 -1.06  C76 1.142
79 H 3.79 0.66 -0.57  C76 1.094
80 H 2.70 1.91 -0.27  C76 1.091
81 H 1.94 0.52 1.47  O77 0.934
82 C 0.55 1.10 3.93  O83 1.422, H84 1.077, H85 1.020, H86 1.031
83 O -0.59 1.48 3.18  C82 1.422, H87 0.989
84 H 0.79 2.01 4.45  C82 1.077
85 H 1.32 0.75 3.36  C82 1.020
86 H 0.39 0.36 4.63  C82 1.031
87 H -0.43 1.67 2.22  O83 0.989